(1)
The following is a DFT calculation (ωB97M-V/def2-TZVPD) of a molecular structure, C44H34CuN7PS4.

XYZ file:
```
91
Properties=species:S:1:pos:R:3
Cu -0.5112 0.5242 -0.3731
N -1.6336 0.8168 1.8302
C -0.9814 0.4305 3.0449
C -1.6644 0.4068 4.2593
C -1.0118 0.0389 5.4230
C 0.3301 -0.3256 5.3871
C 1.0096 -0.3270 4.1813
C 0.3708 0.0575 2.9968
P 1.1865 0.0043 1.3613
C 2.2984 -1.4337 1.5535
C 3.6713 -1.3601 1.3354
C 4.4634 -2.4949 1.4767
C 3.8907 -3.7063 1.8283
C 2.5191 -3.7897 2.0371
C 1.7260 -2.6614 1.8929
C 2.3761 1.4030 1.3523
C 2.9469 1.9492 2.5028
C 3.8702 2.9870 2.4084
C 4.2444 3.4743 1.1635
C 3.6842 2.9358 0.0102
C 2.7482 1.9128 0.1077
H -1.5599 1.8124 1.6590
H -2.6179 0.5840 1.8574
H -2.7142 0.6789 4.2907
H -1.5505 0.0359 6.3625
H 0.8412 -0.6138 6.2977
H 2.0405 -0.6623 4.1486
H 4.1332 -0.4147 1.0731
H 5.5331 -2.4290 1.3199
H 4.5117 -4.5865 1.9454
H 2.0685 -4.7333 2.3174
H 0.6545 -2.7297 2.0541
H 2.6756 1.5597 3.4763
H 4.3110 3.4020 3.3077
H 4.9858 4.2619 1.0877
H 3.9820 3.3168 -0.9602
H 2.2787 1.5095 -0.7873
S -7.6792 -0.0262 -1.4387
C -8.5468 1.2989 -0.8137
C -7.7280 2.2033 -0.2128
C -6.3664 1.8099 -0.2636
C -6.1680 0.6147 -0.9018
C -4.9088 -0.1070 -1.1186
C -3.6768 0.4680 -0.7398
N -2.5043 -0.1154 -0.8783
C -2.4597 -1.3560 -1.4258
C -3.6233 -2.0195 -1.8491
C -3.5182 -3.3244 -2.4438
C -2.3177 -3.9084 -2.6277
C -1.1030 -3.2401 -2.2463
C 0.1655 -3.7841 -2.4843
C 1.3068 -3.0857 -2.1515
C 1.1190 -1.8138 -1.5648
N -0.0560 -1.2815 -1.3093
C -1.1726 -1.9782 -1.6375
C 2.6575 -3.6082 -2.3711
C 3.8549 -3.0063 -2.0910
C 4.9766 -3.8091 -2.4179
C 4.6145 -5.0116 -2.9415
S 2.9228 -5.1778 -3.0395
C -4.8502 -1.3654 -1.6810
H -9.6207 1.3400 -0.9267
H -8.0826 3.1149 0.2494
H -5.5690 2.4023 0.1688
H -3.6630 1.4656 -0.3082
H -4.4316 -3.8245 -2.7472
H -2.2443 -4.8905 -3.0835
H 0.2384 -4.7627 -2.9488
H 1.9812 -1.2192 -1.2813
H 3.9445 -2.0163 -1.6605
H 6.0048 -3.5050 -2.2725
H 5.2561 -5.8142 -3.2750
H -5.7583 -1.8626 -2.0075
N 0.5119 4.0528 2.5411
C 0.5351 4.2593 1.2260
N 0.1290 3.4079 0.3162
C 0.2936 3.9398 -0.9193
C 0.8002 5.2511 -0.9444
S 1.1152 5.8104 0.6089
C 0.0106 3.2356 -2.1283
C 0.1965 3.8787 -3.3548
S -0.1911 2.8723 -4.6423
C -0.5820 1.6103 -3.4757
N -0.4277 1.9259 -2.2060
N -0.9684 0.4364 -3.9512
H 0.5010 3.0991 2.8918
H 0.9274 4.7428 3.1498
H 1.0151 5.8756 -1.7994
H 0.5459 4.8832 -3.5476
H -1.1651 0.3364 -4.9340
H -1.3480 -0.2559 -3.3182
```

charge: +2
expectation value of S²: 0.785
spin multiplicity: 2
gap between HOMO and LUMO (alpha / beta): 6.1 / 3.6 eV

---

(2)
The following is a DFT calculation (ωB97M-V/def2-TZVPD) of a molecular structure, C25H40F9N5OV at a distorted geometry.

XYZ file:
```
81
Properties=species:S:1:pos:R:3
V -0.7865 -0.0677 0.7124
C 5.7396 2.1986 1.7117
C 4.2463 2.0478 1.8907
C 3.5700 2.8365 2.8124
C 2.1802 2.7023 2.8995
C 1.4096 3.5533 3.8791
C 1.5181 1.7857 2.1185
C 2.1708 0.8833 1.2041
C 3.5781 1.1151 1.1061
N 1.4111 -0.0187 0.5536
C 1.8709 -1.0912 -0.3658
C 1.1990 -0.8919 -1.7342
C 3.3739 -1.2535 -0.6447
C 1.4039 -2.4405 0.2175
H 6.1259 3.0374 2.2942
H 5.9861 2.3694 0.6606
H 6.2668 1.2946 2.0293
H 4.1003 3.5476 3.4384
H 1.8621 4.5420 3.9830
H 1.4010 3.0879 4.8698
H 0.3708 3.6744 3.5658
H 0.4448 1.6925 2.2029
H 4.1850 0.5785 0.4001
H 1.4692 0.0862 -2.1383
H 0.1117 -0.9297 -1.6490
H 1.5080 -1.6761 -2.4320
H 3.7838 -0.4078 -1.2010
H 3.4939 -2.1438 -1.2659
H 3.9445 -1.4070 0.2726
H 0.3255 -2.4408 0.4256
H 1.9321 -2.6387 1.1571
H 1.6143 -3.2502 -0.4891
C -0.0222 -0.6317 4.5469
C -1.2598 -0.3993 3.6708
C -2.1139 -1.6763 3.6575
C -2.0875 0.7564 4.2425
N -0.8653 -0.1099 2.3291
H -0.3256 -0.9662 5.5425
H 0.5714 0.2825 4.6339
H 0.6048 -1.3978 4.0853
H -2.4277 -1.9383 4.6739
H -1.5363 -2.4897 3.2171
H -2.9830 -1.5226 3.0149
H -2.4570 0.5029 5.2402
H -2.9314 0.9487 3.5779
H -1.4800 1.6653 4.3055
F -3.4807 2.2607 -2.1732
C -3.6004 1.6448 -0.9477
F -4.8571 1.8954 -0.5622
F -2.8038 2.3591 -0.1183
C -3.1613 0.1213 -0.9512
O -1.7845 0.0888 -1.0431
C -3.8277 -0.5314 -2.1883
F -5.0589 -0.0422 -2.4639
F -3.9530 -1.8555 -2.0869
F -3.0945 -0.3066 -3.3141
C -3.7566 -0.5553 0.3210
F -3.6488 0.4836 1.3577
F -1.5487 -2.1802 0.6539
F -5.1686 -0.6481 0.1068
C -0.8578 4.5296 -3.6956
N -0.8006 3.3919 -2.8112
C -0.8210 2.1015 -3.4741
C -0.2149 3.4654 -1.5674
N 0.3721 2.4499 -1.0690
N -0.3151 4.7484 -0.9675
C -1.6795 5.1570 -0.6444
C 0.5928 4.9655 0.1447
H -0.1555 4.4071 -4.5328
H -0.6052 5.4395 -3.1590
H -1.8624 4.6337 -4.1211
H -1.6747 2.0631 -4.1524
H -0.9259 1.3167 -2.7289
H 0.1056 1.9298 -4.0414
H 0.6576 2.5459 -0.1000
H -2.3574 4.8522 -1.4382
H -1.7189 6.2450 -0.5329
H -2.0254 4.7012 0.2901
H 0.2322 4.5216 1.0832
H 0.7077 6.0422 0.2946
H 1.5673 4.5359 -0.0797
```

charge: -2
expectation value of S²: 0.817
spin multiplicity: 2
energy relative to the best compared isomer or geometry (same formula, charge and spin): 53.6 kcal per mole
gap between HOMO and LUMO (alpha / beta): 4.4 / 4.4 eV

---

(3)
The following is a DFT calculation (ωB97M-V/def2-TZVPD) of a single C7H6F3I molecule at a distorted geometry.

XYZ file:
```
17
Properties=species:S:1:pos:R:3
F 0.8840 2.7014 -0.3568
C -0.1375 1.9841 0.0641
F -0.9352 1.8277 -0.9797
F -0.7505 2.8995 0.8623
C 0.0641 0.6776 0.8246
C -1.0418 -0.1684 1.0462
C -1.3405 -1.2109 0.2120
C -0.5555 -1.7675 -0.8425
C 0.7381 -1.3991 -1.0359
C 1.3472 -0.1818 -0.5775
I 3.3093 -0.4606 0.2498
H 0.5015 1.0571 1.8809
H -1.5487 -0.2498 2.0974
H -2.2711 -1.7123 0.4456
H -1.0049 -2.6775 -1.3060
H 1.4894 -2.0628 -1.3389
H 1.2520 0.7435 -1.2453
```

charge: 0
energy relative to the best compared isomer or geometry (same formula, charge and spin): 29.4 kcal per mole
structure (SMILES): FC(F)(F)/C=C/C=C\C=C\I
gap between HOMO and LUMO: 9.0 eV

---

(4)
The following is a DFT calculation (ωB97M-V/def2-TZVPD) of 4 unconnected molecules or ions with the total composition C31H45F9O11.

XYZ file:
```
96
Properties=species:S:1:pos:R:3
C -5.2473 -1.0975 2.7598
C -4.4620 0.1936 2.6040
O -3.8277 0.2487 1.3374
C -4.3915 1.1386 0.4055
C -3.7943 2.5422 0.4673
O -2.4139 2.4518 0.7582
C -1.6579 3.5337 0.2509
C -0.2454 3.2638 0.6507
C 0.7851 3.1688 -0.1846
C 2.1239 2.8633 0.3726
O 3.1403 3.2734 -0.1425
C 2.1489 2.0086 1.6034
C 3.3738 1.1618 1.7720
C 3.1273 -0.3280 1.5218
O 4.2682 -0.9942 1.0070
C 5.4139 -0.9217 1.8304
C 5.2571 -1.5740 3.2091
C 1.1147 2.1020 2.4553
C 0.8867 1.3502 3.7390
C 0.2482 -0.0328 3.4535
C 2.0994 1.2337 4.6806
C 2.9003 2.5211 4.8759
C 0.0384 3.0838 2.1032
O -0.5498 3.7263 2.9421
H -5.8925 -1.0232 3.6381
H -5.8483 -1.2943 1.8728
H -4.5879 -1.9481 2.9333
H -3.6773 0.2420 3.3637
H -5.1228 1.0500 2.7674
H -4.2403 0.7136 -0.5855
H -5.4719 1.2294 0.5694
H -3.9355 3.0154 -0.5117
H -4.2983 3.1550 1.2225
H -1.7188 3.5607 -0.8438
H -2.0093 4.4838 0.6672
H 0.6909 3.3226 -1.2524
H 3.8378 1.3295 2.7459
H 4.1090 1.4907 1.0347
H 2.3503 -0.4465 0.7649
H 2.7741 -0.8403 2.4216
H 5.7659 0.1074 1.9505
H 6.1952 -1.4488 1.2827
H 4.3412 -2.1644 3.2575
H 5.1969 -0.8367 4.0119
H 6.0866 -2.2414 3.4321
H 0.1323 1.9276 4.2766
H -0.8315 0.0131 3.5980
H 0.4065 -0.3540 2.4254
H 0.6410 -0.7798 4.1426
H 1.6936 0.9369 5.6504
H 2.7357 0.4049 4.3594
H 2.4612 3.1301 5.6647
H 2.9799 3.1095 3.9637
H 3.9173 2.2841 5.1960
C -1.8323 2.6827 -5.8759
C -2.0335 1.8859 -4.6071
O -3.3046 2.1963 -3.9919
C -4.3577 1.5626 -4.4837
O -4.3785 0.7582 -5.3657
C -5.6158 1.9682 -3.6878
F -5.6642 3.2873 -3.4864
F -5.5778 1.3642 -2.4882
F -6.7160 1.5883 -4.3199
H -1.9277 3.7499 -5.6755
H -0.8383 2.4909 -6.2780
H -2.5678 2.4087 -6.6312
H -1.2926 2.1474 -3.8548
H -1.9769 0.8137 -4.7888
C 6.5410 -0.1251 -2.7747
C 6.3245 -1.4170 -2.0183
O 6.8765 -2.5402 -2.7398
C 8.1741 -2.7438 -2.5910
O 8.9390 -2.1145 -1.9226
C 8.5969 -3.9913 -3.3964
F 8.0566 -3.9877 -4.6184
F 8.1871 -5.0956 -2.7580
F 9.9183 -4.0380 -3.5163
H 6.1249 -0.1989 -3.7798
H 6.0512 0.6954 -2.2511
H 7.6023 0.1056 -2.8628
H 5.2642 -1.6333 -1.9159
H 6.7580 -1.3742 -1.0211
C -5.8498 -3.3328 -2.9288
C -4.7531 -3.1274 -1.9083
O -5.1598 -3.5906 -0.6029
C -5.0326 -4.8870 -0.3725
O -4.6223 -5.7263 -1.1161
C -5.4554 -5.1824 1.0799
F -6.5911 -4.5500 1.3944
F -4.5025 -4.7629 1.9235
F -5.6371 -6.4853 1.2664
H -6.7698 -2.8477 -2.6021
H -5.5503 -2.9036 -3.8844
H -6.0547 -4.3925 -3.0757
H -4.5375 -2.0704 -1.7677
H -3.8324 -3.6328 -2.1963
```

charge: 0
structure (SMILES): CCOCCOCC1=CC(=O)C(CCOCC)=C([C@@H](C)CC)C1=O.CCOC(=O)C(F)(F)F.CCOC(=O)C(F)(F)F.CCOC(=O)C(F)(F)F
gap between HOMO and LUMO: 8.8 eV

---

(5)
The following is a DFT calculation (ωB97M-V/def2-TZVPD) of a single C5H8N2 molecule.

XYZ file:
```
15
Properties=species:S:1:pos:R:3
C 2.3594 -0.6250 0.1541
C 0.8951 -0.3110 0.0675
C -0.1570 -1.0698 -0.3664
C -1.2757 -0.0500 -0.4198
N -2.6873 -0.3784 -0.3802
C -0.8066 1.1900 0.2359
N 0.4728 1.0081 0.4388
H 2.7937 -0.4962 1.1553
H 2.4910 -1.6692 -0.1389
H 2.9442 -0.0111 -0.5433
H -1.0225 0.2287 -1.4696
H -3.0332 -0.2926 0.5688
H -2.7494 -1.3693 -0.6076
H -1.3067 2.1154 0.4969
H 1.0823 1.7304 0.8082
```

charge: 0
energy relative to the best compared isomer or geometry (same formula, charge and spin): 84.0 kcal per mole
gap between HOMO and LUMO: 7.9 eV

---

(6)
The following is a DFT calculation (ωB97M-V/def2-TZVPD) of a single C19H19N3O3S molecule at a distorted geometry.

XYZ file:
```
45
Properties=species:S:1:pos:R:3
C 3.8953 4.1843 -2.9825
O 2.8149 3.9148 -3.8388
C 2.2494 2.6688 -3.7944
C 1.1895 2.4474 -4.6736
C 0.5493 1.2297 -4.7050
C 0.9470 0.1858 -3.8662
N 0.3150 -1.0519 -3.9875
C 0.3427 -2.0043 -2.9012
C -0.2243 -1.4391 -1.6432
N 0.3828 -1.2048 -0.5311
N -0.5023 -0.6226 0.3032
C -1.6172 -0.5287 -0.3565
S -3.0931 0.1394 0.2143
C -2.5524 0.3331 1.9417
C -2.1533 -1.0147 2.5321
O -2.7159 -2.0318 2.2089
C -1.1100 -0.9677 3.5762
C -1.2572 -1.8002 4.6854
C -0.3137 -1.7980 5.6924
C 0.8143 -0.9895 5.6067
C 1.8339 -0.9720 6.7019
C 0.9743 -0.1887 4.4801
C 0.0257 -0.1666 3.4772
O -1.5206 -1.0237 -1.6045
C 2.0006 0.4127 -2.9878
C 2.6445 1.6392 -2.9520
H 4.1874 5.2128 -3.1901
H 4.7437 3.5209 -3.1823
H 3.6079 4.0968 -1.9291
H 0.8808 3.2520 -5.3218
H -0.2726 1.0750 -5.3899
H -0.5874 -0.9811 -4.4386
H -0.2374 -2.8808 -3.2016
H 1.3704 -2.3138 -2.6991
H -1.7516 1.0664 1.9825
H -3.4225 0.7070 2.4838
H -2.1269 -2.4373 4.7468
H -0.4475 -2.4382 6.5524
H 1.6569 -0.1193 7.3583
H 2.8376 -0.8759 6.2941
H 1.7791 -1.8774 7.3011
H 1.8602 0.4229 4.3875
H 0.1985 0.4188 2.5884
H 2.3265 -0.3587 -2.3091
H 3.4541 1.7709 -2.2518
```

charge: 0
energy relative to the best compared isomer or geometry (same formula, charge and spin): 65.8 kcal per mole
structure (SMILES): COc1ccc(NCc2nnc(SCC(=O)c3ccc(C)cc3)o2)cc1
gap between HOMO and LUMO: 8.1 eV

---

(7)
The following is a DFT calculation (ωB97M-V/def2-TZVPD) of a gas-phase ion, H2N2O4P (charge -1) at a distorted geometry.

XYZ file:
```
9
Properties=species:S:1:pos:R:3
N -0.0956 -0.3971 0.0782
P 1.5526 -0.7869 0.0250
O 2.0321 -1.4855 -1.1388
O 2.0078 -1.4320 1.3518
N 2.2078 0.8811 -0.0119
O 1.4615 1.8091 0.3173
O 3.3439 1.0003 -0.4438
H -0.5042 -0.1718 -0.7507
H -0.0096 0.3819 0.8453
```

charge: -1
energy relative to the best compared isomer or geometry (same formula, charge and spin): 27.0 kcal per mole
structure (SMILES): N[P@](=O)([O-])[N+](=O)[O-]
gap between HOMO and LUMO: 9.3 eV

---

(8)
The following is a DFT calculation (ωB97M-V/def2-TZVPD) of a molecular structure, C10H24IO3P2Ru at a distorted geometry.

XYZ file:
```
41
Properties=species:S:1:pos:R:3
C 0.8702 5.2162 -2.0682
I 0.5644 3.1229 -1.7225
H 0.6130 5.7350 -1.1442
H 0.2230 5.5314 -2.8919
H 1.9229 5.3623 -2.3225
Ru -0.0135 -0.4198 -0.0177
P -2.1680 0.2884 -0.3769
C -2.7218 0.1087 -2.1020
C -3.3121 -0.8071 0.5162
H -4.3528 -0.4915 0.3769
H -3.7766 2.0735 -0.0476
H -3.0554 -0.7841 1.5819
H -2.4349 2.1277 1.1469
H -2.4874 -0.9087 -2.4375
H -3.1923 -1.8323 0.1429
C -2.6905 1.9588 0.0929
H -3.8024 0.2827 -2.1898
H -2.1539 2.6955 -0.5205
H -2.1808 0.8206 -2.7356
P 2.1883 -0.3388 0.6551
C 3.3803 -0.7710 -0.6536
C 2.8832 1.1523 1.4248
H 1.8049 -1.4872 2.7341
H 3.5239 -1.6253 2.2403
H 2.2742 -2.6215 1.4390
C 2.4857 -1.6435 1.8893
H 2.2427 1.4537 2.2634
H 3.9029 0.9586 1.7921
H 4.3912 -0.8931 -0.2429
H 3.3864 0.0139 -1.4184
H 2.9025 1.9637 0.6872
H 3.0616 -1.7104 -1.1211
C 0.4081 -0.4700 -1.8161
O 0.6983 -0.4097 -2.9567
C -0.8976 -4.0103 1.5636
C -0.6315 -2.5669 1.3059
O -0.6846 -1.6080 2.1183
O -0.3028 -2.3184 0.0521
H -1.1825 -4.2911 2.5957
H 0.0118 -4.5505 1.2865
H -1.6984 -4.3068 0.8807
```

charge: +2
expectation value of S²: 8.769
spin multiplicity: 6
gap between HOMO and LUMO (alpha / beta): 5.9 / 4.3 eV